# 1
Density functional theory data (wB97M-V/def2-TZVPD) for 2 unconnected molecules or ions with the total composition C3H9O3P at a distorted geometry.

Values from the calculation:
* strongest force on any atom: 6.505 eV/A
* energy relative to the best compared isomer or geometry (same formula, charge and spin): 67.8 kcal/mol
* E_LUMO: 0.56 eV
* DFT total energy: -18685.774 eV

Positions of all 16 atoms, in Å:
C: -2.4566 1.3856 0.7752
C: -0.9299 -2.2627 -0.1394
C: 2.1126 0.9060 -0.1315
O: -0.8469 0.8092 -1.4857
O: -1.6391 -1.0357 0.2490
O: 1.2750 -0.0913 -0.4665
P: -1.4497 0.4828 -0.2518
H: -2.9838 0.8200 1.4947
H: -2.2217 2.4138 0.9190
H: -1.4472 -2.5452 -1.0403
H: -1.0300 -2.9611 0.6298
H: 0.2002 -1.8879 -0.4259
H: 2.3428 0.6305 0.8062
H: 1.7222 1.8431 -0.2565
H: 3.0494 0.8633 -0.8253
H: 1.3800 -0.2959 -1.3774

***

# 2
Density functional theory data (wB97M-V/def2-TZVPD) for a molecular structure, C3H9O4 at a distorted geometry.

Values from the calculation:
* strongest force on any atom: 2.827 eV/A
* energy relative to the best compared isomer or geometry (same formula, charge and spin): 197.5 kcal/mol
* net charge: -1
* E_LUMO: -0.93 eV
* DFT total energy: -11440.704 eV

Positions of all 16 atoms, in Å:
O: 3.6146 -0.7651 -0.4197
C: 3.2809 0.4029 -0.4082
O: -2.2270 -0.1405 -1.5065
C: 1.9422 0.9321 -0.3275
C: 0.8055 0.1910 0.1773
H: 1.9726 2.0045 -0.1414
H: 4.0580 1.1724 -0.5417
H: 0.1186 0.8365 0.7227
H: 1.1789 -0.5166 0.9675
H: 0.2121 -0.3722 -0.5527
H: -4.3590 0.4218 0.5878
H: -3.2511 0.1816 -0.9357
O: -4.3296 0.3089 -0.3586
H: -0.7754 -2.1788 1.9730
H: -2.1130 -1.0326 -1.1914
O: -0.1281 -1.4459 1.9551